one.
The following is a DFT calculation (ωB97M-V with the def2-TZVPD basis set) of C10H16N2O2 in the gas phase.

Last column: natural (NBO) charge in e.
Geometry (Å):
C: -0.55 -0.56 0.84  0.181
C: -0.73 0.72 0.37  0.082
C: 1.55 0.38 0.35  0.300
C: 3.08 0.76 0.88  0.778
C: -1.66 -1.46 1.18  -0.639
C: -2.00 1.55 0.08  -0.618
C: 1.46 -2.95 -0.14  -0.609
C: 0.70 2.65 -1.82  -0.586
C: 1.34 -2.26 1.20  -0.188
C: 0.77 2.55 -0.28  -0.251
N: 0.77 -0.92 0.92  -0.315
N: 0.54 1.26 0.19  -0.300
O: 3.53 1.79 0.43  -0.691
O: 3.51 -0.09 1.61  -0.681
H: -1.75 -1.48 2.37  0.226
H: -2.47 -1.10 0.70  0.227
H: -1.68 -2.41 0.88  0.224
H: -2.78 1.36 0.98  0.228
H: -1.68 2.58 0.19  0.225
H: -2.38 1.28 -0.80  0.215
H: 0.51 -3.30 -0.35  0.202
H: 2.35 -3.63 -0.11  0.226
H: 1.73 -2.15 -0.77  0.220
H: 1.66 2.37 -2.14  0.227
H: 0.32 3.49 -2.21  0.209
H: -0.08 1.86 -2.17  0.188
H: 2.22 -2.13 1.65  0.244
H: 0.65 -2.72 1.77  0.190
H: -0.02 3.27 -0.05  0.207
H: 1.76 2.71 0.01  0.278

As for the gap between HOMO and LUMO: 9.07 eV. The HOMO energy comes out at -0.321 Eh.

two.
The following is a DFT calculation (ωB97M-V with the def2-TZVPD basis set) of 2 unconnected molecules or ions with the total composition C10H16N2O2.

Last column: natural (NBO) charge in e.
Geometry (Å):
C: 0.37 -0.63 -2.48  -0.417
C: 1.68 -0.33 -2.11  -0.191
C: -0.74 -0.11 -1.94  0.119
C: 2.31 -0.05 -0.94  -0.142
C: 3.59 0.56 -0.76  0.690
C: 1.34 -0.60 1.12  0.367
C: 0.99 -2.12 1.16  -0.738
C: -3.19 -0.17 1.32  -0.622
C: -2.28 1.05 1.15  -0.401
C: -1.79 1.32 -0.31  -0.204
N: 1.15 0.33 1.91  -0.756
N: -0.84 0.35 -0.73  -0.604
O: 3.71 1.29 0.34  -0.670
O: 4.40 0.53 -1.66  -0.581
H: 0.40 -0.87 -3.51  0.220
H: 2.43 -0.26 -2.93  0.245
H: -1.69 -0.21 -2.56  0.203
H: 0.17 -2.27 1.91  0.229
H: 2.04 -2.46 1.26  0.261
H: 0.56 -2.39 0.09  0.255
H: -3.04 -0.66 2.32  0.209
H: -4.28 0.14 1.08  0.213
H: -2.85 -1.00 0.74  0.211
H: -1.49 0.87 1.81  0.194
H: -2.69 1.97 1.42  0.204
H: -2.62 1.54 -1.10  0.207
H: -1.26 2.26 -0.13  0.192
H: 0.67 0.32 2.78  0.376
H: 2.95 1.20 0.92  0.508
H: -0.01 0.40 -0.15  0.424

As for the gap between HOMO and LUMO: 8.17 eV. The HOMO energy comes out at -0.289 Eh.

Least stable: two

one.
The following is a DFT calculation (ωB97M-V with the def2-TZVPD basis set) of 2 unconnected molecules or ions with the total composition C3H10NO3.

Last column: natural (NBO) charge in e.
Geometry (Å):
C: 2.36 -0.17 0.15  -0.631
C: 1.25 0.72 -0.36  -0.081
C: -1.05 0.82 0.16  1.122
N: -1.40 -1.47 0.05  -1.087
O: -2.02 1.04 0.97  -0.649
O: -1.24 1.22 -1.11  -0.645
O: 0.15 0.76 0.60  -0.449
H: 2.70 0.30 1.11  0.232
H: 1.87 -1.23 0.30  0.209
H: 3.24 -0.24 -0.52  0.258
H: 0.88 0.22 -1.28  0.203
H: 1.60 1.70 -0.51  0.216
H: -0.95 -1.86 -0.78  0.388
H: -0.86 -2.16 0.69  0.408
H: -2.41 -1.59 0.04  0.401
H: -1.99 0.95 1.99  0.568
H: -2.12 1.01 -1.49  0.537

As for the gap between HOMO and LUMO: 12.07 eV. The net charge is +1. The HOMO energy comes out at -0.567 Eh.

two.
The following is a DFT calculation (ωB97M-V with the def2-TZVPD basis set) of 2 unconnected molecules or ions with the total composition C3H10NO3.

Last column: natural (NBO) charge in e.
Geometry (Å):
O: -1.63 0.91 -0.73  -0.538
C: -0.54 1.05 -0.24  0.765
O: -0.22 1.91 0.72  -0.669
C: 0.67 0.33 -0.86  -0.158
C: 2.04 0.74 -0.42  -0.671
N: 0.45 -1.14 -0.69  -0.665
H: -0.83 2.66 0.84  0.532
H: 0.52 0.65 -1.88  0.260
H: 2.86 0.65 -1.14  0.252
H: 2.10 1.73 0.03  0.280
H: 2.35 0.21 0.48  0.228
H: 1.24 -1.70 -1.02  0.446
H: -0.34 -1.43 -1.28  0.458
H: 0.25 -1.34 0.29  0.473
H: -1.38 -3.51 1.73  0.504
H: -0.27 -2.73 2.55  0.493
O: -0.77 -2.77 1.73  -0.990

As for the gap between HOMO and LUMO: 11.51 eV. The net charge is +1. The HOMO energy comes out at -0.552 Eh.

Least stable: one

one.
The following is a DFT calculation (ωB97M-V with the def2-TZVPD basis set) of C16H23NO3 in the gas phase.

Last column: natural (NBO) charge in e.
Geometry (Å):
C: -4.36 -0.07 -2.21  -0.634
C: -3.83 1.34 -2.00  -0.078
H: -3.78 1.57 -0.93  0.198
H: -4.46 2.08 -2.51  0.188
O: -2.53 1.50 -2.56  -0.511
C: -1.49 1.10 -1.83  0.807
O: -1.60 0.64 -0.72  -0.615
C: -0.20 1.31 -2.60  -0.310
C: 0.44 -0.04 -2.96  -0.391
C: 1.02 -0.72 -1.72  -0.235
N: 2.02 0.14 -1.12  -0.443
C: 1.40 1.36 -0.64  -0.237
C: 0.82 2.14 -1.81  -0.392
H: 0.35 3.06 -1.45  0.210
H: 1.63 2.41 -2.49  0.212
H: 2.16 1.97 -0.15  0.196
H: 0.60 1.15 0.09  0.200
C: 2.84 -0.52 -0.12  -0.228
C: 2.08 -1.01 1.09  -0.032
C: 1.51 -2.28 1.10  -0.241
C: 0.75 -2.70 2.18  -0.183
C: 0.54 -1.86 3.26  -0.312
C: 1.11 -0.59 3.27  0.293
C: 1.87 -0.18 2.18  -0.209
H: 2.31 0.80 2.21  0.211
O: 0.99 0.32 4.28  -0.495
C: 0.21 -0.02 5.39  -0.251
H: 0.61 -0.89 5.92  0.174
H: 0.24 0.84 6.05  0.199
H: -0.83 -0.22 5.11  0.176
H: -0.06 -2.21 4.09  0.217
H: 0.31 -3.68 2.18  0.211
H: 1.67 -2.95 0.27  0.208
H: 3.61 0.19 0.20  0.201
H: 3.33 -1.36 -0.61  0.201
H: 1.51 -1.65 -2.02  0.197
H: 0.21 -0.97 -1.02  0.196
H: -0.29 -0.70 -3.43  0.209
H: 1.25 0.14 -3.67  0.213
H: -0.47 1.83 -3.52  0.230
H: -4.36 -0.31 -3.27  0.209
H: -5.37 -0.14 -1.83  0.216
H: -3.73 -0.79 -1.69  0.222

As for the gap between HOMO and LUMO: 9.15 eV. The HOMO energy comes out at -0.304 Eh. Its structure (SMILES) is CCOC(=O)C1CCN(Cc2cccc(OC)c2)CC1.

two.
The following is a DFT calculation (ωB97M-V with the def2-TZVPD basis set) of C16H23NO3 in the gas phase.

Last column: natural (NBO) charge in e.
Geometry (Å):
C: -2.15 1.16 -0.31  -0.622
C: -0.91 0.68 0.44  0.074
C: -0.21 1.84 1.17  -0.234
N: 1.07 1.41 1.71  -0.451
C: 2.06 2.46 1.86  -0.239
C: 1.79 3.33 3.10  -0.089
O: 1.75 2.54 4.27  -0.529
C: 0.76 1.53 4.17  -0.090
C: 1.00 0.64 2.95  -0.255
H: 0.21 -0.11 2.87  0.219
H: 1.95 0.13 3.06  0.203
H: 0.84 0.95 5.09  0.197
H: -0.23 2.00 4.12  0.154
H: 2.60 4.05 3.25  0.194
H: 0.85 3.88 2.98  0.155
H: 2.08 3.08 0.97  0.199
H: 3.03 1.98 1.98  0.199
H: -0.90 2.24 1.93  0.176
H: -0.01 2.63 0.44  0.200
H: -1.18 -0.11 1.15  0.210
O: 0.01 0.13 -0.50  -0.522
C: 0.58 -1.03 -0.20  0.825
O: 0.33 -1.68 0.78  -0.609
C: 1.61 -1.44 -1.23  -0.494
H: 1.87 -2.48 -1.04  0.228
H: 2.50 -0.82 -1.07  0.237
C: 1.11 -1.24 -2.67  -0.432
C: -0.21 -1.95 -2.87  0.071
C: -0.28 -3.33 -2.84  -0.243
C: -1.49 -3.98 -2.99  -0.201
C: -2.65 -3.25 -3.18  -0.223
C: -2.59 -1.87 -3.22  -0.199
C: -1.37 -1.22 -3.07  -0.248
H: -1.33 -0.14 -3.10  0.212
H: -3.49 -1.29 -3.37  0.210
H: -3.60 -3.76 -3.29  0.212
H: -1.53 -5.06 -2.97  0.213
H: 0.63 -3.91 -2.70  0.208
H: 0.99 -0.18 -2.86  0.219
H: 1.86 -1.64 -3.36  0.218
H: -2.62 0.32 -0.81  0.226
H: -2.85 1.60 0.39  0.216
H: -1.87 1.91 -1.05  0.207

As for the gap between HOMO and LUMO: 9.05 eV. The HOMO energy comes out at -0.302 Eh. Its structure (SMILES) is C[C@H](CN1CCOCC1)OC(=O)CCc1ccccc1.

three.
The following is a DFT calculation (ωB97M-V with the def2-TZVPD basis set) of C16H23NO3 in the gas phase.

Last column: natural (NBO) charge in e.
Geometry (Å):
C: -2.21 -0.38 4.52  -0.240
H: -3.00 -0.69 5.20  0.187
H: -2.12 0.71 4.54  0.185
H: -1.26 -0.83 4.82  0.177
O: -2.62 -0.84 3.25  -0.500
C: -1.78 -0.78 2.17  0.238
C: -2.19 -1.56 1.09  -0.235
C: -1.47 -1.59 -0.09  -0.234
C: -0.30 -0.86 -0.22  -0.008
C: 0.11 -0.09 0.86  -0.315
C: -0.61 -0.02 2.05  0.295
O: -0.23 0.79 3.09  -0.525
C: 1.00 1.47 3.01  -0.251
H: 1.10 1.99 3.96  0.200
H: 1.84 0.78 2.89  0.180
H: 1.01 2.20 2.20  0.179
H: 1.00 0.50 0.76  0.231
C: 0.47 -0.81 -1.52  -0.073
C: 0.43 -2.13 -2.30  -0.390
H: 0.61 -2.96 -1.61  0.209
H: -0.52 -2.30 -2.81  0.204
C: 1.59 -2.02 -3.29  -0.409
H: 1.26 -1.51 -4.20  0.198
H: 1.96 -3.00 -3.59  0.212
C: 2.66 -1.19 -2.57  -0.414
H: 3.03 -0.39 -3.21  0.209
C: 1.99 -0.61 -1.31  -0.412
H: 2.30 -1.17 -0.43  0.205
H: 2.24 0.43 -1.17  0.240
H: 3.52 -1.81 -2.29  0.209
C: -0.10 0.34 -2.39  -0.222
N: -0.67 1.42 -1.62  -0.618
C: 0.06 2.45 -1.12  0.688
O: 1.23 2.62 -1.37  -0.638
C: -0.75 3.38 -0.23  -0.717
H: -0.12 4.19 0.12  0.237
H: -1.15 2.83 0.62  0.227
H: -1.59 3.79 -0.79  0.230
H: -1.60 1.27 -1.25  0.398
H: -0.89 -0.04 -3.04  0.199
H: 0.69 0.77 -3.00  0.226
H: -1.84 -2.20 -0.91  0.214
H: -3.09 -2.13 1.20  0.225

As for the gap between HOMO and LUMO: 8.80 eV. The HOMO energy comes out at -0.296 Eh. Its structure (SMILES) is COc1ccc(C2(CNC(C)=O)CCCC2)cc1OC.

Least stable: three

one.
The following is a DFT calculation (ωB97M-V with the def2-TZVPD basis set) of C7H10S2 in the gas phase.

Last column: natural (NBO) charge in e.
Geometry (Å):
C: 1.62 -0.98 -0.11  -0.177
C: 0.80 -1.23 0.90  -0.219
C: 0.89 1.18 0.71  -0.401
C: -0.02 0.07 -1.20  -0.441
C: 1.33 0.42 -0.55  -0.275
C: 0.05 0.03 1.26  -0.287
C: -1.02 0.01 0.01  -0.253
S: -2.25 1.33 0.26  -0.002
S: -1.79 -1.61 -0.21  -0.027
H: 2.13 -1.68 -0.59  0.209
H: 0.62 -2.22 1.38  0.235
H: 1.73 1.40 1.48  0.226
H: 0.16 2.10 0.57  0.238
H: -0.31 0.83 -1.94  0.219
H: -0.07 -0.89 -1.72  0.226
H: 2.14 0.76 -1.29  0.228
H: -0.36 0.24 2.16  0.223
H: -2.59 1.41 -1.10  0.140
H: -3.07 -1.16 -0.04  0.140

As for the gap between HOMO and LUMO: 9.47 eV. The HOMO energy comes out at -0.323 Eh. Its structure (SMILES) is SC1(S)C[C@@H]2C=C[C@H]1C2.

two.
The following is a DFT calculation (ωB97M-V with the def2-TZVPD basis set) of C7H10S2 in the gas phase.

Last column: natural (NBO) charge in e.
Geometry (Å):
C: -0.42 1.22 -0.88  -0.274
C: 0.71 0.80 -0.25  -0.268
C: 0.34 -1.64 -0.10  -0.055
C: -1.86 0.73 -0.64  -0.435
C: -0.98 -1.66 -0.51  -0.597
C: -1.84 -0.51 0.27  -0.359
C: 2.85 0.80 1.28  -0.711
S: 1.78 -2.26 0.01  0.192
S: 2.38 1.00 -0.52  0.265
H: -0.30 2.08 -1.50  0.194
H: -2.37 1.61 -0.19  0.228
H: -2.25 0.57 -1.59  0.210
H: -0.97 -1.28 -1.51  0.274
H: -1.64 -2.61 -0.47  0.234
H: -1.37 -0.41 1.21  0.220
H: -2.95 -0.76 0.55  0.213
H: 2.45 -0.17 1.71  0.233
H: 2.48 1.66 1.75  0.211
H: 3.97 0.83 1.38  0.222

As for the gap between HOMO and LUMO (spin up / spin down): 6.81 / 7.11 eV. The HOMO energy (spin up / spin down) comes out at -0.257 / -0.263 Eh.

Least stable: two